No. 1
One molecule with the formula C21H27NO2, computed with the ωB97M-V functional and the def2-TZVPD basis.

Computed properties:
**Energy relative to the best compared isomer or geometry (same formula, charge and spin)**: 18.5 kcal per mole
**Electronic energy**: -1021.65426 a.u.
**Kohn-Sham gap**: 9.30 eV
**SMILES**: CCc1ccccc1OC[C@@H](O)CN[C@H]1CCCc2ccccc21

The geometry in XYZ format:
```
51
Properties=species:S:1:pos:R:3:forces:R:3:lowdin_charge:R:1
H -1.2900 -0.3447 0.5519 -0.003 -0.037 0.107 0.120
H -1.4291 1.8614 6.1609 0.064 0.017 0.101 0.112
C 1.4547 1.2753 4.1455 -0.009 -0.134 0.113 -0.085
C -3.5404 1.3155 3.5944 -0.035 0.082 0.108 -0.090
C -1.4351 0.2205 3.2106 -0.091 0.114 0.231 -0.213
O -0.5617 -0.5465 2.4909 0.075 0.092 0.243 -0.052
C -0.1170 1.2894 -2.1929 -0.010 0.107 0.021 -0.029
C 0.1204 2.9283 -3.9164 0.018 0.057 -0.097 -0.089
H -0.4887 0.9874 -1.2262 -0.072 0.002 0.070 0.095
C 0.6082 0.3657 -2.9375 0.070 0.077 0.002 -0.122
H 1.2520 2.3254 4.3445 0.017 0.104 -0.003 0.077
H 3.2451 -1.0161 -3.5622 0.087 -0.013 0.014 0.121
C 1.1074 0.7386 -4.1828 -0.010 0.063 -0.044 -0.173
H 2.9002 -2.1161 -4.9015 0.071 0.033 0.047 0.110
C 0.4437 0.3918 4.8778 0.044 0.098 -0.154 -0.196
H 0.5327 0.5517 5.9541 -0.041 -0.079 -0.009 0.109
H 1.6858 -2.9166 -2.9311 -0.084 -0.027 -0.009 0.109
H 1.2384 2.3060 -5.6262 0.046 0.030 -0.099 0.111
H -4.5406 1.5473 3.2594 -0.077 0.013 -0.027 0.102
O 0.5498 -2.9594 1.5576 0.031 -0.199 0.206 -0.009
H -3.7152 2.4119 5.4239 -0.059 0.051 0.049 0.099
C -0.1640 -2.4966 -0.6662 0.258 0.032 0.422 -0.162
H 1.3900 1.1079 3.0738 0.033 0.030 -0.111 0.068
H -0.0660 3.9190 -4.3040 -0.015 0.081 -0.034 0.100
H -1.8374 -1.7966 1.4458 0.045 0.038 -0.003 0.145
C -1.7938 1.4885 5.2144 -0.002 -0.067 -0.108 -0.041
H 0.6058 -2.5976 2.4505 0.025 -0.053 -0.033 0.091
H 1.0361 -1.2040 0.5947 -0.104 -0.016 -0.045 0.149
C -3.0799 1.7990 4.8028 -0.154 0.083 -0.002 -0.096
H 2.7079 0.3325 -5.5351 -0.062 0.004 -0.043 0.116
H -1.0442 -1.7162 -2.3369 0.020 0.041 0.079 0.126
C -0.9937 -1.1148 1.2727 0.153 -0.227 -0.504 -0.146
H -1.0935 -3.0591 -0.5581 0.018 -0.046 -0.035 0.131
H 2.4664 1.0475 4.4738 0.131 0.030 -0.015 0.069
H -0.9322 3.2623 -2.0795 -0.044 0.055 0.057 0.100
C -2.7247 0.5273 2.7985 0.142 -0.190 -0.259 -0.018
C 0.1897 -1.9008 0.7028 -0.421 0.410 -0.181 -0.355
H -3.1042 0.1599 1.8581 -0.006 -0.050 -0.085 0.103
C 1.3408 -1.9981 -3.4102 0.238 0.156 0.295 -0.149
C -0.3653 2.5600 -2.6728 -0.031 0.026 0.094 -0.083
H 1.2434 -0.6006 -5.8253 0.067 -0.014 -0.041 0.124
C 2.4600 -1.3746 -4.2316 -0.179 -0.083 -0.202 -0.190
H 0.6666 -0.6557 4.6653 0.017 -0.006 0.115 0.107
C 1.8999 -0.2109 -5.0395 0.154 -0.133 0.035 -0.152
H 0.5053 -2.2535 -4.0687 -0.067 -0.022 -0.007 0.125
N -0.3495 -1.4472 -1.6495 -0.195 -0.107 -0.054 -0.027
H 1.6393 -0.9007 -1.5824 -0.008 -0.057 -0.059 0.154
C -0.9593 0.7028 4.4397 0.119 -0.196 -0.031 -0.173
C 0.8520 2.0211 -4.6573 -0.041 0.054 0.020 -0.046
H 0.6282 -3.2118 -0.9265 -0.081 -0.021 0.019 0.119
C 0.8553 -1.0062 -2.3440 -0.042 -0.199 -0.156 -0.297
```
Forces are in eV/Å.



No. 2
One molecule with the formula CH4FNS at a distorted geometry, computed with the ωB97M-V functional and the def2-TZVPD basis.

Computed properties:
**Energy relative to the best compared isomer or geometry (same formula, charge and spin)**: 25.5 kcal per mole
**Electronic energy**: -593.26415 a.u.
**Kohn-Sham gap**: 9.98 eV
**SMILES**: CNSF

The geometry in XYZ format:
```
8
Properties=species:S:1:pos:R:3:forces:R:3:lowdin_charge:R:1
H -0.4502 1.2152 0.6412 -1.017 -1.782 -2.351 0.125
H -0.4811 0.8109 -1.2358 -0.477 0.247 0.498 0.057
H -0.2583 -1.5130 0.4229 -1.063 -2.646 2.036 0.026
C -0.7524 0.4231 -0.2438 -0.231 0.959 2.108 -0.189
H -1.8329 0.1314 -0.1628 0.912 0.584 -0.150 0.082
S 1.6155 -0.5536 -0.3675 0.678 -0.290 0.779 0.891
N 0.0594 -0.7795 -0.0795 1.175 3.200 -2.435 -0.493
F 2.1000 0.2655 1.0254 0.023 -0.273 -0.485 -0.500
```
Forces are in eV/Å.



No. 3
C41H39Cl3MoN7O6S as an isolated structure at a distorted geometry, computed with the ωB97M-V functional and the def2-TZVPD basis.

Computed properties:
**Total charge**: +3
**Electronic energy**: -4266.59669 a.u.
**Kohn-Sham gap (alpha / beta)**: 2.30 / 2.42 eV

The geometry in XYZ format:
```
98
Properties=species:S:1:pos:R:3:forces:R:3:lowdin_charge:R:1
C 7.0770 -2.8244 -1.7122 -0.813 -0.095 0.317 -0.631
C -6.8903 3.4639 0.5499 -0.098 0.021 0.142 -0.671
H -5.4156 1.2181 -1.4907 -0.034 0.054 0.059 0.114
N 0.7650 -2.6744 -0.6654 0.433 -0.118 0.083 0.018
H -2.6512 -6.6605 3.0373 0.036 0.004 0.019 0.092
H -7.0046 1.3396 0.4099 0.046 0.031 -0.043 0.110
C 0.1404 -4.9484 -0.1937 -0.219 -0.196 0.048 0.056
H 0.8862 -6.2659 3.8082 -0.046 0.060 -0.035 0.137
O 2.7369 -1.9603 2.0250 0.299 -0.119 -0.745 -0.370
N 4.1302 -0.8214 -0.8174 0.942 0.009 -0.183 -0.019
H 5.0461 3.1183 -0.4538 -0.004 -0.011 0.034 0.151
C -1.1161 -4.7209 -0.7433 -0.043 -0.019 -0.008 0.031
H -3.0350 5.3694 -0.3173 0.091 -0.002 0.109 0.067
C 6.3252 -1.6735 -1.5819 0.829 -0.444 -0.273 -0.008
C 3.8010 3.4008 1.3089 0.010 0.134 0.047 0.041
H -3.6517 3.0151 0.2016 0.121 -0.031 0.052 0.066
C -5.4796 4.5538 -1.0497 -0.088 0.249 0.075 -0.046
C -0.4273 -2.4766 -1.2305 -0.002 0.132 0.130 -0.064
H -1.8561 -5.5112 -0.7761 0.029 0.033 -0.002 0.141
C -5.0968 3.3316 -1.5850 0.047 -0.021 -0.299 -0.264
Cl 7.4493 -5.5191 -1.5752 0.311 -0.256 -0.064 0.886
N 1.4198 0.0831 -1.3227 0.173 -0.387 0.034 -0.076
H -2.4367 4.1944 -3.6251 0.015 0.002 -0.023 0.134
C 1.7878 0.6562 -2.5251 0.092 -0.189 0.048 -0.128
C -2.6180 2.7745 0.4421 0.023 -0.030 0.019 -0.018
H -1.3285 5.8629 -0.4107 -0.063 -0.040 0.026 0.103
H -2.2220 1.4055 -2.0337 0.033 -0.086 0.118 0.128
C 0.3856 -5.3501 3.5128 0.091 -0.081 0.083 0.001
C -1.0048 -5.3236 3.4175 -0.147 -0.080 -0.019 -0.228
Mo 2.3684 -1.2053 0.0778 -2.037 -0.370 1.111 1.894
H -0.5918 5.1123 -2.3780 -0.051 -0.011 -0.025 0.114
C -6.5572 2.2400 0.0068 0.081 -0.356 -0.125 -0.095
Cl 8.6384 -2.7079 -2.2666 0.608 -0.090 -0.223 0.892
C 2.8893 2.7693 2.1278 0.007 0.059 0.029 0.022
C 1.1435 -4.2198 3.2645 0.068 0.090 0.005 -0.039
O 5.2612 0.9254 -1.8548 -0.044 0.059 -0.093 0.194
H -0.0593 4.2500 1.1280 -0.007 -0.095 -0.040 0.090
N 3.2200 -2.9773 -0.3354 0.641 -0.255 0.096 -0.036
C 0.1801 0.5738 -1.1011 0.314 0.467 -0.120 -0.138
H -0.6258 -1.5110 -1.6716 0.030 -0.045 0.061 0.107
C 4.3202 2.6930 0.2279 0.135 0.258 -0.032 0.069
C -0.9113 -2.9800 2.7994 0.125 0.001 0.049 -0.037
H -2.2568 -6.4453 4.7338 0.032 0.011 -0.044 0.109
H 2.2230 -4.2469 3.3582 -0.052 -0.012 -0.008 0.131
S 1.3917 -1.6007 2.6410 -0.648 0.387 0.029 0.640
H -2.3246 -3.2747 -1.7888 0.018 -0.013 0.012 0.135
C -2.8171 4.0394 -2.6135 -0.045 0.114 -0.092 -0.101
C -1.6374 -4.1258 3.0512 -0.008 -0.025 0.024 -0.006
H -2.7193 -4.0945 2.9865 0.047 -0.001 0.013 0.135
O 0.7883 -0.9108 1.3931 0.011 0.121 0.034 -0.460
C -0.2191 3.4889 0.3594 0.050 -0.025 -0.150 -0.047
C -1.5898 3.4902 -1.8426 0.171 0.122 0.110 -0.419
H 0.5925 3.5890 -0.3656 -0.057 -0.002 0.015 0.078
H -1.4085 -2.0492 2.5504 0.021 -0.068 -0.010 0.128
C 2.4952 1.4673 1.8545 -0.028 -0.105 -0.184 -0.057
C -1.6215 3.6911 -0.2775 0.071 -0.047 -0.022 -0.472
H -1.2183 -7.4507 3.7280 -0.010 0.049 -0.018 0.091
C -1.3838 -3.4784 -1.2952 -0.018 -0.057 0.010 0.022
H -3.0374 5.0334 -2.2232 0.015 -0.033 -0.141 0.107
H 2.4644 3.2696 2.9868 -0.009 -0.018 0.010 0.142
H -2.4965 2.8978 1.5225 -0.004 -0.024 -0.080 0.103
H -6.6615 5.5841 0.4283 0.032 -0.046 -0.042 0.117
C 4.5211 0.5586 -0.9988 0.185 -0.159 0.082 -0.394
H -1.4497 2.1293 -3.4541 -0.005 -0.122 -0.093 0.150
N 0.8675 1.4234 -3.0112 -0.130 0.175 0.153 0.199
H -0.1415 2.5262 0.8704 0.012 -0.163 -0.040 0.055
H 1.7715 0.9905 2.4852 -0.134 -0.094 0.068 0.091
Cl -7.9841 3.5435 1.8866 0.029 0.002 -0.035 0.709
H 0.4418 -5.9101 0.2029 -0.016 0.037 -0.028 0.150
H -2.0152 5.2950 1.1064 0.016 -0.003 -0.075 0.102
H -0.4495 0.3686 -0.2530 -0.004 0.028 0.092 0.135
C 5.0385 -1.8004 -1.0952 -1.303 0.097 0.322 -0.144
H -5.0999 5.4776 -1.4786 -0.059 -0.059 0.063 0.124
H -3.9474 2.2000 -2.9895 -0.018 0.028 -0.009 0.102
C 6.5189 -4.1506 -1.3653 -0.011 0.769 -0.093 -0.630
C -6.3655 4.6265 0.0175 0.138 0.333 -0.122 -0.078
H 2.7300 0.4780 -3.0216 -0.059 -0.035 0.016 0.135
C 2.4658 -4.1172 0.1364 -0.224 -0.022 -0.112 -0.383
C -1.8211 -6.5438 3.7354 -0.004 0.060 0.017 -0.016
O 1.4417 -0.7576 3.7737 0.121 0.003 0.085 -0.179
H 4.1159 4.4183 1.5074 -0.025 -0.046 -0.029 0.144
C 4.4993 -3.0988 -0.7358 -0.407 0.505 -0.075 -0.140
C 5.2474 -4.2675 -0.8728 0.162 -0.064 -0.067 -0.006
N -0.1316 1.3803 -2.0900 -0.355 -0.056 -0.173 -0.029
H -4.6271 3.6589 -3.6306 -0.029 0.003 -0.020 0.135
O 2.9299 -5.0796 0.6531 0.233 -0.019 0.001 0.204
O -0.4390 4.1602 -2.3715 0.005 -0.142 0.136 -0.013
C -5.6645 2.1841 -1.0573 -0.155 -0.280 0.087 -0.060
C -1.4222 2.0560 -2.3714 0.172 0.166 0.167 -0.015
C 1.0375 -3.9125 -0.1972 0.202 0.310 -0.185 -0.193
C -2.0264 5.1402 0.0248 -0.072 0.124 0.054 -0.030
H 4.8577 -5.2333 -0.5963 0.002 -0.008 -0.004 0.126
C 0.4823 -3.0485 2.9069 0.000 -0.085 -0.234 -0.312
C -4.1306 3.2506 -2.7481 -0.085 0.058 0.178 -0.114
H 6.7445 -0.7237 -1.8690 0.041 -0.029 0.000 0.124
C 3.9127 1.4033 0.0438 -0.144 -0.270 0.089 -0.187
H -2.4663 1.7094 0.2156 0.038 0.067 0.021 0.074
N 3.0021 0.7716 0.8252 0.362 0.326 -0.147 -0.003
```
Forces are in eV/Å.



No. 4
C3H4N2O as an isolated structure, computed with the ωB97M-V functional and the def2-TZVPD basis.

Computed properties:
**Energy relative to the best compared isomer or geometry (same formula, charge and spin)**: 56.3 kcal per mole
**Electronic energy**: -301.39751 a.u.
**Kohn-Sham gap**: 10.24 eV

The geometry in XYZ format:
```
10
Properties=species:S:1:pos:R:3:forces:R:3:lowdin_charge:R:1
H -1.7028 1.6810 -0.3233 0.149 -0.166 0.147 0.128
H 2.6008 0.3623 -0.4018 -0.118 -0.222 0.052 0.119
N -1.3855 -0.4431 0.0512 0.313 0.306 0.073 0.017
H -1.4820 0.3651 1.0302 0.063 -0.229 -0.016 0.204
C 0.8248 -0.1843 -0.1392 -0.407 -0.023 0.058 -0.415
N 0.3524 1.0684 -0.1942 -0.147 -0.390 0.039 0.120
H -0.1572 -2.1797 0.2283 0.030 0.234 -0.045 0.112
C -0.9766 0.9167 -0.0611 0.082 0.137 -0.355 -0.274
C -0.2067 -1.1119 0.0573 0.104 0.047 0.057 -0.088
O 2.1328 -0.4744 -0.2473 -0.069 0.306 -0.010 0.077
```
Forces are in eV/Å.



No. 5
One molecule with the formula C6H10N4O3 at a distorted geometry, computed with the ωB97M-V functional and the def2-TZVPD basis.

Computed properties:
**Energy relative to the best compared isomer or geometry (same formula, charge and spin)**: 7.4 kcal per mole
**Electronic energy**: -679.28818 a.u.
**Kohn-Sham gap**: 10.43 eV
**SMILES**: NC(=O)c1ncn(COCCO)n1

The geometry in XYZ format:
```
23
Properties=species:S:1:pos:R:3:forces:R:3:lowdin_charge:R:1
C -3.0680 -0.8601 0.0281 -2.052 -2.289 2.736 -0.458
H -4.7313 -1.2760 -1.2872 1.790 3.351 2.630 0.202
N -0.8263 -0.1736 0.5347 0.084 0.755 -0.046 0.172
C -0.7772 1.8481 -0.3109 -2.121 2.386 -0.348 -0.119
O -2.9857 -1.8806 0.7709 -0.288 2.832 -3.020 0.023
H -4.0198 0.4257 -1.1622 -0.327 -0.322 -0.234 0.055
N -4.2322 -0.4245 -0.6422 -0.300 -3.718 -2.121 0.101
O 4.7691 -0.6038 -0.0551 0.787 1.856 2.531 -0.098
C -2.0217 0.1639 0.0398 2.487 0.793 -0.401 -0.315
C 3.6724 -1.1158 -0.7434 -1.608 2.796 -0.113 -0.254
H -0.3905 2.9498 -0.4129 -0.916 -2.482 -0.203 0.163
O 2.2607 0.7157 -0.0438 0.904 -1.796 -0.459 -0.093
H 3.6691 -0.5329 -1.6649 -0.499 -0.080 -0.597 0.111
H 1.5826 -1.1975 -0.7890 -0.550 0.441 0.843 0.127
N -2.0900 1.4179 -0.5353 3.356 -0.145 1.097 0.120
H 1.4511 2.1179 1.2570 0.037 -2.076 -0.949 0.172
H 4.5817 0.3131 0.4260 0.083 -3.078 -1.899 0.159
C 1.3519 1.0071 0.8693 -3.469 3.695 2.592 -0.254
H 2.2200 -0.9972 1.0562 0.054 -0.571 -2.508 0.156
H 1.1822 0.3711 1.7882 1.016 0.320 -0.950 0.142
N -0.0475 0.9378 0.3176 -1.225 -0.971 0.082 -0.096
H 3.7442 -2.1335 -1.0891 0.362 -0.605 0.787 0.118
C 2.2975 -0.7422 -0.0867 2.394 -1.089 0.549 -0.135
```
Forces are in eV/Å.



No. 6
One molecule with the formula C7H16N2O at a distorted geometry, computed with the ωB97M-V functional and the def2-TZVPD basis.

Computed properties:
**Spin multiplicity**: 3
**Energy relative to the best compared isomer or geometry (same formula, charge and spin)**: 0.0 kcal per mole
**Electronic energy**: -460.83274 a.u.
**Kohn-Sham gap (alpha / beta)**: 6.47 / 8.66 eV

The geometry in XYZ format:
```
26
Properties=species:S:1:pos:R:3:forces:R:3:mulliken_spin:R:1
O 1.2659 -0.3015 1.5897 -0.292 1.269 -0.121 0.634
H -1.6175 0.2368 -1.2257 1.948 -3.243 0.847 0.003
N -1.9145 -1.2013 0.3536 0.013 2.513 0.633 -0.001
H 1.0352 1.5394 2.3457 -1.302 1.366 0.398 0.045
H 0.5949 -2.6831 0.6738 -0.844 -0.176 0.164 0.001
H -0.2470 1.8343 -1.3455 -0.283 0.917 -0.133 0.013
C 1.2043 -0.4897 -1.7245 0.759 2.591 -1.400 0.038
C 1.0830 -2.0887 -0.0879 -3.065 -1.871 -0.217 0.018
H -0.2075 2.9256 2.0175 0.080 0.749 0.368 0.003
C 0.3836 -0.8032 -0.5089 0.983 0.805 0.744 -0.073
H -0.6397 1.4026 2.8538 -0.198 0.111 -0.301 0.045
H 1.2203 -2.7409 -0.9410 -0.011 -0.070 -0.266 -0.002
H 1.9662 -1.9482 0.4055 2.542 0.944 0.517 0.004
H -1.8064 1.7307 -0.4895 0.678 0.576 -0.153 0.067
C -0.7443 2.1129 -0.4106 -0.402 -2.791 0.526 -0.011
C -1.1057 -0.8177 -0.8075 -1.759 1.953 -0.652 0.040
H -1.1989 -1.5275 -1.6074 -0.625 -0.554 -0.379 0.000
H 1.2878 0.6151 -1.9352 -0.395 -0.992 -0.004 0.001
H -1.6798 -0.5385 1.1558 -0.719 -0.548 -1.500 0.002
H 0.7505 -0.9805 -2.5824 0.104 0.020 -0.217 0.000
H 2.2536 -0.7981 -1.6534 -0.322 -0.155 0.162 -0.004
C -0.0835 1.3183 0.6928 -3.292 6.287 1.753 0.813
C -0.0232 1.8762 2.0713 1.422 -1.321 0.044 -0.020
H -1.4643 -1.9830 0.7105 0.597 -2.421 0.750 -0.001
H -0.8766 3.1340 -0.1446 0.577 0.988 -0.068 0.007
N 0.5635 0.1761 0.5940 3.810 -6.947 -1.493 0.377
```
Forces are in eV/Å.